(1)
106
Properties=species:S:1:pos:R:3:lowdin_spin:R:1 method="wB97M-V/def2-TZVPD" orbital_gap_ev="6.22 / 6.67" relative_energy_kcal_mol=0.0 lumo_energy_ev="-0.3296 / -0.8246" spin_multiplicity=4 homo_ev="-6.55 / -7.50" charge=0
Co -0.69 1.80 0.61 1.45
C -3.56 -1.09 -0.83 0.01
C -2.10 -0.74 -0.74 0.03
N -1.94 0.57 -0.12 0.12
N -4.37 1.19 -0.81 0.01
C -4.55 -0.20 -0.92 0.00
B -3.54 3.29 0.43 0.00
N -2.52 3.59 -0.71 0.00
C -2.64 4.52 -1.67 0.00
C -1.43 4.65 -2.32 0.00
C -0.59 3.75 -1.67 0.00
N -1.26 3.12 -0.71 -0.02
N -2.83 3.65 1.77 0.00
C -3.27 4.34 2.83 0.00
C -2.30 4.31 3.81 0.00
C -1.26 3.56 3.24 0.00
N -1.60 3.17 2.02 0.05
H -3.81 -2.14 -0.94 0.00
H -1.23 -2.58 -1.18 0.04
H -5.55 -0.56 -1.12 0.00
H -4.51 3.99 0.27 0.00
H -3.57 5.03 -1.81 0.00
H -1.18 5.30 -3.14 0.00
H 0.45 3.52 -1.84 0.00
H -4.24 4.81 2.81 0.00
H -2.32 4.78 4.78 0.00
H -0.30 3.31 3.64 0.00
Cl 6.00 0.80 2.97 0.00
C 4.49 1.36 2.33 0.00
C 4.46 2.52 1.53 0.00
C 3.28 2.99 1.03 0.00
C 2.04 2.33 1.29 0.01
O 0.96 2.83 0.79 0.03
C 2.09 1.17 2.11 0.00
C 0.91 0.46 2.54 0.01
N -0.28 0.62 2.08 -0.02
C -1.40 0.02 2.72 0.02
C -1.31 -0.69 3.92 0.00
C -2.46 -1.08 4.59 0.02
C -3.70 -0.69 4.11 0.00
C -3.81 0.01 2.92 0.02
C -5.07 0.61 2.49 0.00
C -5.09 1.46 1.46 0.01
C -3.95 1.71 0.51 0.01
N -2.76 0.91 0.92 0.18
C -2.66 0.27 2.17 0.00
C 3.32 0.71 2.62 0.00
H 5.39 3.03 1.31 0.00
H 3.24 3.88 0.43 0.00
H 1.08 -0.26 3.34 0.00
H -0.35 -0.92 4.36 0.00
H -2.37 -1.63 5.51 0.00
H -4.60 -0.91 4.68 0.00
H -5.95 0.43 3.08 0.00
H -6.01 1.97 1.20 0.00
H -5.19 1.71 -1.12 0.00
H 3.34 -0.16 3.27 0.00
C 2.62 -0.16 -1.25 0.02
P 0.82 0.17 -1.03 0.10
C 0.27 0.54 -2.77 0.01
C 1.20 0.57 -3.81 0.01
C 0.86 1.04 -5.07 0.00
C -0.42 1.52 -5.32 0.00
C -1.33 1.56 -4.28 0.00
C -0.99 1.10 -3.02 0.00
C 0.26 -1.41 -0.26 0.23
C -1.17 -1.89 -0.31 0.07
C -1.57 -2.71 0.87 0.21
C -0.66 -3.26 1.71 0.01
C 0.71 -2.96 1.56 0.29
C 1.12 -2.01 0.61 0.00
P 3.33 -1.56 -2.30 0.01
C 2.08 -2.91 -2.34 0.00
C 2.11 -4.03 -1.50 0.00
C 1.15 -5.02 -1.61 0.00
C 0.15 -4.92 -2.56 0.01
C 0.13 -3.84 -3.42 0.00
C 1.10 -2.85 -3.32 0.00
C 4.62 -2.33 -1.24 0.00
C 5.07 -1.89 0.00 0.00
C 6.08 -2.56 0.67 0.00
C 6.65 -3.70 0.12 0.00
C 6.22 -4.14 -1.13 0.00
C 5.22 -3.46 -1.80 0.00
H 3.03 -0.20 -0.24 0.00
H 3.03 0.77 -1.66 0.00
H 2.20 0.20 -3.68 0.00
H 1.60 1.03 -5.86 0.00
H -0.68 1.89 -6.30 0.00
H -2.32 1.98 -4.43 0.00
H -1.70 1.24 -2.22 0.00
H -1.79 -0.59 -1.78 0.00
H -2.63 -2.90 1.00 0.01
H -0.99 -3.90 2.52 -0.01
H 1.45 -3.42 2.20 0.02
H 2.17 -1.73 0.63 0.00
H 2.88 -4.11 -0.74 0.00
H 1.19 -5.87 -0.94 0.00
H -0.60 -5.70 -2.64 0.00
H -0.64 -3.76 -4.19 0.00
H 1.08 -2.02 -4.02 0.00
H 4.67 -0.99 0.46 0.00
H 6.43 -2.19 1.63 0.00
H 7.44 -4.22 0.64 0.00
H 6.67 -5.02 -1.58 0.00
H 4.90 -3.80 -2.77 0.00

(2)
102
Properties=species:S:1:pos:R:3:lowdin_spin:R:1 method="wB97M-V/def2-TZVPD" orbital_gap_ev="6.72 / 6.74" relative_energy_kcal_mol=13.9 lumo_energy_ev="-5.3021 / -5.2849" spin_multiplicity=2 homo_ev="-12.02 / -12.02" charge=+2
Ti 0.02 0.16 -1.10 0.97
N -0.43 1.82 -2.52 0.01
C -1.76 2.33 -2.73 0.00
C -2.47 2.06 -3.85 0.00
C -3.79 2.56 -4.00 0.00
C -4.36 3.32 -3.02 0.00
C -3.63 3.61 -1.84 0.00
C -4.16 4.34 -0.75 0.00
C -3.40 4.53 0.37 0.00
C -2.09 4.01 0.40 0.00
N -1.55 3.34 -0.59 0.00
C -2.31 3.13 -1.70 0.00
H 0.20 2.53 -2.15 0.00
H -0.05 1.48 -3.40 0.00
H -2.04 1.46 -4.65 0.00
H -4.33 2.34 -4.91 0.00
H -5.37 3.70 -3.13 0.00
H -5.17 4.74 -0.81 0.00
H -3.78 5.09 1.22 0.00
H -1.47 4.16 1.28 0.00
C 3.09 -5.10 2.95 0.00
C 3.94 -4.33 1.95 0.00
S 3.01 -3.25 0.83 0.00
C 3.54 -1.61 1.36 0.00
C 3.05 -1.18 2.74 0.00
S 1.24 -1.06 2.73 0.00
C 0.72 -2.08 4.13 0.00
C 0.89 -3.59 4.01 0.00
S 2.55 -4.21 4.43 0.00
H 3.67 -5.95 3.33 0.00
H 2.21 -5.53 2.46 0.00
H 4.49 -5.03 1.33 0.00
H 4.68 -3.71 2.47 0.00
H 3.14 -0.89 0.65 0.00
H 4.63 -1.57 1.30 0.00
H 3.46 -0.20 3.00 0.00
H 3.36 -1.89 3.51 0.00
H -0.35 -1.84 4.20 0.00
H 1.19 -1.70 5.04 0.00
H 0.63 -3.93 3.01 0.00
H 0.20 -4.06 4.71 0.00
F 3.80 -0.08 -2.90 0.00
C 3.38 -1.32 -3.21 0.00
F 3.95 -1.65 -4.37 0.00
F 3.79 -2.14 -2.26 0.00
C 1.82 -1.33 -3.28 0.00
O 1.32 -0.64 -2.21 -0.01
C 1.36 -0.61 -4.58 0.00
F 0.04 -0.38 -4.54 0.00
F 1.64 -1.30 -5.67 0.00
F 1.95 0.60 -4.67 0.00
C 1.34 -2.81 -3.29 0.00
F 1.22 -3.26 -2.04 0.00
F 2.19 -3.59 -3.95 0.00
F 0.14 -2.94 -3.87 0.00
S -1.82 -1.37 -1.92 0.01
C -1.47 -2.79 -1.01 0.00
N -0.82 -2.91 0.14 0.00
C -0.68 -4.31 0.55 0.00
C -1.33 -5.08 -0.62 0.00
N -1.82 -3.99 -1.47 0.00
H -0.54 -2.15 0.75 0.00
H -1.20 -4.48 1.49 0.00
H 0.38 -4.55 0.67 0.00
H -2.15 -5.72 -0.30 0.00
H -0.60 -5.68 -1.17 0.00
H -2.18 -4.11 -2.40 0.00
N 2.71 2.38 -1.85 0.00
C 2.55 2.55 -0.53 0.01
S 1.53 1.53 0.38 0.00
N 3.23 3.56 0.03 0.00
C 3.14 4.06 1.37 0.00
C 1.91 4.32 1.97 0.00
C 1.90 4.84 3.25 0.00
C 3.08 5.12 3.92 0.00
C 4.30 4.88 3.30 0.00
C 4.33 4.34 2.02 0.00
H 2.58 1.44 -2.21 0.00
H 3.37 2.95 -2.36 0.00
H 3.96 3.97 -0.53 0.00
H 1.00 4.13 1.43 0.00
H 0.95 5.04 3.73 0.00
H 3.06 5.53 4.92 0.00
H 5.23 5.10 3.81 0.00
H 5.28 4.15 1.53 0.00
O -1.83 -0.99 2.27 0.00
C -1.99 -0.22 1.35 0.00
O -1.06 0.19 0.54 0.00
C -3.40 0.32 1.16 0.00
N -3.69 0.82 -0.23 0.00
C -5.03 0.27 -0.67 0.00
C -5.68 -0.18 0.63 0.00
C -4.50 -0.71 1.42 0.00
H -3.52 1.18 1.82 0.00
H -2.95 0.49 -0.87 0.00
H -3.70 1.84 -0.26 0.00
H -4.82 -0.56 -1.34 0.00
H -5.56 1.05 -1.22 0.00
H -6.45 -0.93 0.44 0.00
H -6.15 0.66 1.14 0.00
H -4.18 -1.69 1.04 0.00
H -4.69 -0.81 2.49 0.00

(3)
60
Properties=species:S:1:pos:R:3:mulliken_charge:R:1 method="wB97M-V/def2-TZVPD" orbital_gap_ev=5.11 relative_energy_kcal_mol=0.0 lumo_energy_ev=-5.9457 homo_ev=-11.06 charge=+1
C -1.76 5.28 -0.17 -1.81
C -0.42 4.98 -0.85 1.79
C -0.52 5.29 -2.35 -1.82
C 0.68 5.86 -0.23 -1.82
Si 0.06 3.14 -0.58 0.47
C 1.68 2.80 -1.45 -0.93
C 0.16 2.81 1.25 -0.90
C -1.30 2.06 -1.34 -0.78
C -0.95 0.61 -1.17 -0.17
C -1.39 -0.11 -0.12 -1.00
H -1.74 5.09 0.91 0.35
H -2.00 6.34 -0.31 0.47
H -2.59 4.70 -0.59 0.35
H 0.42 5.10 -2.89 0.36
H -1.30 4.70 -2.85 0.36
H -0.78 6.35 -2.48 0.47
H 1.66 5.70 -0.69 0.36
H 0.41 6.92 -0.38 0.46
H 0.79 5.70 0.85 0.36
H 1.93 1.74 -1.31 0.14
H 1.63 3.00 -2.53 0.33
H 2.49 3.41 -1.02 0.35
H 0.43 1.75 1.41 0.08
H 0.94 3.43 1.71 0.38
H -0.79 3.00 1.77 0.32
H -2.25 2.32 -0.86 0.41
H -1.35 2.34 -2.41 0.41
H -0.33 0.17 -1.96 0.43
H -1.20 -1.17 -0.02 0.44
H -2.01 0.37 0.64 0.22
C -2.51 -4.10 5.27 -1.45
C -1.61 -3.66 4.17 0.95
C -1.60 -4.34 2.96 -0.05
F -2.43 -5.43 2.83 -0.33
C -0.81 -3.99 1.89 -0.74
C 0.05 -2.85 1.98 1.44
C 0.91 -2.35 0.96 -0.42
C 1.22 -2.87 -0.33 1.41
C 0.64 -4.02 -0.94 -0.87
C 1.03 -4.39 -2.22 0.02
F 0.43 -5.48 -2.79 -0.33
C 1.98 -3.72 -2.96 0.94
C 2.33 -4.18 -4.33 -1.48
C 2.57 -2.59 -2.37 -0.58
C 2.22 -2.18 -1.10 -0.90
C 0.05 -2.16 3.24 -0.98
C -0.76 -2.55 4.28 -0.62
H -2.36 -3.44 6.13 0.38
H -3.56 -4.06 4.98 0.33
H -2.30 -5.12 5.59 0.34
H -0.85 -4.58 0.98 0.62
H 1.48 -1.47 1.24 0.12
H -0.08 -4.62 -0.42 0.64
H 3.11 -3.53 -4.73 0.39
H 2.71 -5.21 -4.33 0.35
H 1.48 -4.15 -5.01 0.33
H 3.33 -2.04 -2.93 0.35
H 2.71 -1.32 -0.64 0.35
H 0.73 -1.31 3.35 0.39
H -0.75 -1.99 5.22 0.34

(4)
49
Properties=species:S:1:pos:R:3:mulliken_charge:R:1 method="wB97M-V/def2-TZVPD" orbital_gap_ev=7.65 relative_energy_kcal_mol=11.2 smiles="CCCCCCCCNC(=O)/C(C#N)=C/c1ccc(SC)cc1" lumo_energy_ev=-0.6108 homo_ev=-8.26 charge=0
C 6.33 3.39 1.07 -1.29
C 4.99 3.05 0.44 -0.35
C 4.81 1.54 0.24 -0.45
C 3.47 1.20 -0.39 -0.97
C 3.29 -0.30 -0.67 -0.31
C 3.06 -1.12 0.60 -0.36
C 3.09 -2.63 0.35 -0.90
C 1.99 -3.11 -0.60 -0.96
N 0.67 -2.78 -0.11 -0.06
C -0.14 -1.90 -0.73 0.56
O 0.14 -1.35 -1.78 -0.72
C -1.45 -1.65 -0.05 0.34
C -1.63 -2.27 1.20 -0.26
N -1.68 -2.81 2.22 -0.57
C -2.35 -0.87 -0.69 -0.18
C -3.67 -0.47 -0.32 1.07
C -4.30 -0.85 0.88 -0.61
C -5.58 -0.44 1.16 -1.12
C -6.29 0.37 0.26 0.94
S -7.92 0.81 0.73 -0.03
C -8.54 1.79 -0.67 -0.90
C -5.68 0.76 -0.93 -0.38
C -4.39 0.34 -1.20 -1.04
H 6.43 2.91 2.04 0.32
H 7.15 3.04 0.44 0.32
H 6.43 4.46 1.20 0.39
H 4.90 3.55 -0.53 0.31
H 4.18 3.42 1.08 0.33
H 5.62 1.17 -0.40 0.27
H 4.91 1.05 1.21 0.25
H 3.38 1.74 -1.33 0.37
H 2.66 1.54 0.26 0.31
H 4.18 -0.67 -1.19 0.30
H 2.43 -0.42 -1.34 0.22
H 3.84 -0.88 1.33 0.39
H 2.10 -0.83 1.04 0.21
H 2.98 -3.14 1.31 0.38
H 4.05 -2.91 -0.07 0.38
H 2.09 -2.64 -1.58 0.42
H 2.07 -4.20 -0.72 0.35
H 0.39 -3.17 0.78 0.20
H -1.99 -0.49 -1.64 0.44
H -3.78 -1.47 1.59 0.36
H -6.06 -0.73 2.08 0.37
H -8.54 1.19 -1.57 0.30
H -9.56 2.06 -0.41 0.37
H -7.94 2.69 -0.79 0.29
H -6.20 1.38 -1.64 0.33
H -3.93 0.65 -2.13 0.36

(5)
56
Properties=species:S:1:pos:R:3:lowdin_spin:R:1 method="wB97M-V/def2-TZVPD" orbital_gap_ev="6.85 / 6.12" lumo_energy_ev="-0.0382 / -1.1298" spin_multiplicity=3 homo_ev="-6.89 / -7.25" charge=0
W 0.69 -0.39 -1.54 0.90
S -1.70 0.38 -5.29 0.00
As -0.84 -0.19 -3.51 0.06
S -1.83 0.25 -1.59 0.07
S 2.23 0.19 -3.22 0.78
S -0.38 -2.21 -2.92 0.03
N 1.18 -1.52 1.43 0.00
P -0.32 -1.47 0.56 0.02
C -1.39 -0.60 1.73 0.00
C -2.13 -1.23 2.72 0.00
C -2.89 -0.48 3.61 0.00
C -2.89 0.91 3.52 0.00
C -2.13 1.54 2.56 0.00
C -1.38 0.80 1.66 0.00
C -0.77 -3.21 0.59 0.01
C -2.11 -3.57 0.45 0.00
C -2.47 -4.90 0.40 0.00
C -1.49 -5.89 0.48 0.00
C -0.15 -5.53 0.57 0.00
C 0.21 -4.20 0.61 0.00
C 2.08 -0.51 1.26 0.01
C 3.10 -0.30 2.21 0.00
C 3.99 0.71 2.02 0.01
C 3.88 1.52 0.89 0.00
C 2.87 1.25 0.00 0.02
N 1.96 0.27 0.17 0.02
H 1.22 -1.99 2.32 0.00
H -2.13 -2.31 2.80 0.00
H -3.47 -0.98 4.38 0.00
H -3.49 1.49 4.21 0.00
H -2.13 2.62 2.49 0.00
H -0.78 1.29 0.90 0.00
H -2.87 -2.80 0.36 0.00
H -3.51 -5.18 0.30 0.00
H -1.77 -6.93 0.45 0.00
H 0.61 -6.30 0.59 0.00
H 1.26 -3.92 0.64 0.00
H 3.15 -0.95 3.07 0.00
H 4.79 0.87 2.74 0.00
H 4.56 2.33 0.69 0.00
H 2.76 1.81 -0.91 0.01
C 1.23 4.44 -1.35 0.00
P 0.27 3.15 -2.14 0.00
C -1.44 3.66 -2.08 0.00
C 0.72 3.18 -3.87 0.01
O 0.53 1.85 -1.42 0.01
H 0.93 5.41 -1.73 0.00
H 2.29 4.29 -1.57 0.00
H 1.08 4.40 -0.27 0.00
H -1.52 4.70 -2.39 0.00
H -1.81 3.55 -1.06 0.00
H -2.03 3.02 -2.73 0.00
H 0.60 4.21 -4.23 0.00
H 0.06 2.53 -4.45 0.00
H 1.75 2.86 -4.00 0.01
F 1.83 -1.90 -1.14 0.03

(6)
13
Properties=species:S:1:pos:R:3:mulliken_charge:R:1 method="wB97M-V/def2-TZVPD" orbital_gap_ev="6.90 / 7.52" relative_energy_kcal_mol=76.9 lumo_energy_ev="-6.7580 / -6.4489" homo_ev="-13.66 / -13.96" charge=+1
C -1.49 -0.96 0.24 -0.77
C -0.24 2.20 -1.03 0.00
C -0.48 0.12 0.04 0.87
C 1.33 -1.16 0.63 -1.03
O 0.77 0.12 0.23 -0.33
O -0.92 1.25 -0.58 -0.18
H -2.47 -0.90 -0.16 0.32
H -1.04 -1.90 0.57 0.31
H -0.79 3.07 -1.32 0.31
H 0.85 2.44 -0.80 0.29
H 2.40 -0.89 0.83 0.24
H 1.14 -1.78 -0.12 0.54
H 0.95 -1.62 1.48 0.41

(7)
14
Properties=species:S:1:pos:R:3:mulliken_charge:R:1 method="wB97M-V/def2-TZVPD" orbital_gap_ev=10.18 relative_energy_kcal_mol=37.8 smiles="O=CCNC=O.O" lumo_energy_ev=0.4482 homo_ev=-9.74 charge=0
O 2.08 -0.60 0.20 -0.46
C 1.42 -0.06 1.05 0.03
C -0.07 0.20 0.93 -0.48
N -0.69 -0.75 0.06 -0.09
C -1.55 -1.73 0.41 0.05
O -1.97 -1.88 1.54 -0.57
H 1.95 0.34 1.94 0.35
H -0.51 0.26 1.91 0.34
H -0.13 1.16 0.43 0.27
H -0.42 -0.69 -0.91 0.22
H -1.84 -2.41 -0.41 0.34
O 0.21 1.86 -2.37 -0.64
H 1.06 1.55 -2.72 0.33
H 0.45 2.74 -2.05 0.32

(8)
48
Properties=species:S:1:pos:R:3:mulliken_charge:R:1 method="wB97M-V/def2-TZVPD" orbital_gap_ev=9.47 relative_energy_kcal_mol=24.2 smiles="CCOc1ccc(S(=O)(=O)N2CCC(C(=O)NC3CC3)CC2)cc1Cl" lumo_energy_ev=0.5902 homo_ev=-8.88 charge=0
C 5.98 -0.14 1.44 -1.41
C 4.96 -0.59 0.41 -0.31
O 3.87 -1.16 1.12 -0.38
C 2.80 -1.62 0.44 0.73
C 2.67 -1.63 -0.94 -0.45
C 1.52 -2.13 -1.54 -0.82
C 0.50 -2.63 -0.76 -0.15
S -1.05 -3.09 -1.52 1.28
O -1.74 -4.01 -0.66 -0.73
O -0.82 -3.46 -2.88 -0.73
N -1.92 -1.67 -1.53 -0.07
C -1.36 -0.64 -2.37 -0.45
C -2.36 0.50 -2.55 -1.35
C -2.84 1.04 -1.20 0.18
C -1.72 1.77 -0.45 0.18
O -0.55 1.73 -0.75 -0.68
N -2.18 2.48 0.61 -0.17
C -1.32 3.20 1.49 -0.19
C -1.61 3.23 2.96 -0.59
C -1.80 4.46 2.13 -0.60
C -3.38 -0.13 -0.36 -1.15
C -2.30 -1.20 -0.22 -0.51
C 0.61 -2.64 0.62 -0.48
C 1.75 -2.15 1.22 0.26
Cl 1.91 -2.15 2.93 -0.23
H 6.84 0.30 0.94 0.42
H 5.54 0.60 2.10 0.33
H 6.31 -0.98 2.04 0.33
H 5.40 -1.35 -0.26 0.36
H 4.61 0.26 -0.19 0.37
H 3.46 -1.24 -1.57 0.36
H 1.41 -2.14 -2.61 0.48
H -1.14 -1.11 -3.33 0.48
H -0.44 -0.23 -1.94 0.35
H -3.23 0.13 -3.11 0.44
H -1.89 1.30 -3.12 0.40
H -3.65 1.76 -1.37 0.42
H -3.16 2.49 0.82 0.28
H -0.29 3.12 1.16 0.53
H -0.79 3.18 3.65 0.24
H -2.50 2.72 3.31 0.23
H -1.10 5.28 2.25 0.24
H -2.80 4.79 1.91 0.23
H -3.69 0.21 0.63 0.48
H -4.24 -0.56 -0.87 0.45
H -2.68 -2.06 0.33 0.55
H -1.43 -0.78 0.32 0.31
H -0.19 -3.06 1.21 0.57

Total energy values (in eV) by entry order: -135901.9605; -154273.0206; -38729.4425; -35988.3330; -153461.9073; -8344.9316; -10856.7306; -52529.6241.